Entry from the OMol25 dataset: 4 unconnected molecules or ions with the total composition C3H13NO5S in a non-equilibrium geometry (wB97M-V/def2-TZVPD).

```
23
Properties=species:S:1:pos:R:3:forces:R:3
O -1.50281 -0.44054 -1.68276 -0.290 0.369 -0.434
C -1.02220 0.23556 -0.82179 0.548 -0.059 0.749
O -1.19528 1.56928 -0.66963 0.011 0.160 0.314
C -0.18869 -0.31793 0.34482 -0.980 -1.012 -1.115
C -1.16376 -0.29407 1.55673 0.907 0.369 -0.201
S -0.41388 -1.11935 2.96242 0.612 -0.311 0.809
N 0.19393 -1.65254 -0.05931 0.616 -0.122 -0.605
H -1.89160 1.97978 -1.18914 -0.209 -0.420 -0.556
H 0.72968 0.26656 0.40347 -0.404 0.327 0.649
H -2.05405 -0.90388 1.36335 0.112 0.298 -0.286
H -1.43680 0.73705 1.79445 0.002 -0.189 0.072
H 0.91626 -0.96316 2.69904 -0.669 0.234 -0.043
H -0.48611 -2.16014 -0.59953 -0.295 0.067 0.122
H 0.62549 -2.23324 0.63607 -0.121 0.090 0.314
H 2.04072 -1.65740 -2.42280 -0.376 0.395 -0.177
H 0.90115 -0.81307 -3.03760 0.197 -0.468 0.172
O 1.83692 -1.03831 -3.14345 0.009 -0.310 -0.206
H 1.46994 1.01466 -2.43592 -0.245 0.061 0.164
H 2.67998 0.94808 -1.66137 0.361 -0.083 0.468
O 1.75690 1.17363 -1.52693 -0.020 0.347 -0.679
H 0.17822 2.50963 0.24353 0.411 -1.228 0.585
H 1.16680 3.39856 0.62774 1.087 0.213 0.645
O 0.96528 2.47921 0.83658 -1.265 1.275 -0.763
```
Forces are in eV/Å.

2S+1 = 1
E_tot = -951.242428 hartree
HOMO-LUMO gap = 9.4 eV
SMILES = N[C@H](CS)C(=O)O.O.O.O
ΔE to the lowest compared entry with this formula, charge and spin = 25.5 kcal/mol

Löwdin population analysis, charges in e, atoms 1 to 4: atom 1 (O): 0.126, atom 2 (C): -0.498, atom 3 (O): 0.087, atom 4 (C): -0.390